Record 1
This record from the OMol25 dataset describes a structure of composition C7H6BrN4 at a distorted geometry. The level of theory is ωB97M-V/def2-TZVPD.

Summary:
**2S+1**: 3
**Highest occupied orbital energy (alpha / beta)**: -11.76 / -14.53 eV
**Frontier orbital gap (alpha / beta)**: 7.780 / 7.464 eV
**E**: -83346.2322 eV
**Total charge**: +1

Each line ends with the Löwdin spin population.
Geometry (Å):
C  -1.95741  0.48371  0.78499  0.02
C  -0.47222  -1.02332  -1.56610  0.15
C  0.55846  -0.58198  -2.40057  0.29
C  1.05746  0.66540  -0.48131  0.22
C  0.57496  1.22644  1.69182  0.49
C  0.08393  -0.16433  2.06690  0.05
C  -0.90752  -0.59814  0.95272  0.06
N  -2.60095  1.33174  0.46747  0.01
N  1.12825  1.41777  0.50886  0.09
N  -0.20256  -0.83422  -0.26101  0.33
N  1.32979  0.35999  -1.77584  0.16
Br  1.06746  -0.70936  -4.23678  0.07
H  -1.04305  -1.86955  -1.95428  0.01
H  0.32400  2.02363  2.27260  0.03
H  0.87978  -0.81087  1.97857  0.01
H  -0.35253  -0.28580  2.97934  0.00
H  -1.43297  -1.51079  1.33135  0.01
H  1.96512  0.87970  -2.35874  0.00

***

Record 2
This record from the OMol25 dataset describes a cluster of 2 separate species, C7H6Cl2N2 in total at a distorted geometry. The level of theory is ωB97M-V/def2-TZVPD.

Summary:
**Relative energy (zero: lowest compared OMol25 entry of this formula, charge and spin)**: 364.2 kJ/mol
**Highest occupied orbital energy (alpha / beta)**: -8.41 / -8.36 eV
**Frontier orbital gap (alpha / beta)**: 8.284 / 8.286 eV
**E**: -35376.2876 eV

Each line ends with the Löwdin charge.
Geometry (Å):
C  -2.50511  0.72756  -0.79596  -0.03
C  -1.88098  1.91824  -0.38620  -0.11
C  -1.75143  -0.45720  -0.87945  -0.11
C  0.00918  0.87944  -0.42849  -0.13
C  2.56812  -0.56643  0.94265  -0.16
C  3.07782  -0.62558  -0.47842  -0.76
C  2.45962  0.61735  -0.00444  -0.70
N  -0.56626  2.01794  -0.28362  0.11
N  -0.44610  -0.35284  -0.69320  0.08
Cl  4.77629  -0.75908  -0.86214  0.62
Cl  3.16731  2.17923  0.16633  0.63
H  -3.45104  0.67213  -1.14171  0.06
H  -2.43039  2.80079  -0.31110  0.09
H  -2.18634  -1.39879  -1.19668  0.11
H  1.59655  -0.91801  1.18525  0.08
H  3.28668  -0.37360  1.72960  0.10
H  2.49331  -1.31384  -1.14232  0.11

***

Record 3
This record from the OMol25 dataset describes a structure of composition C7H6Cl6F12N2O8S4V at a distorted geometry. The level of theory is ωB97M-V/def2-TZVPD.

Summary:
**2S+1**: 4
**Highest occupied orbital energy (alpha / beta)**: -10.33 / -10.44 eV
**Frontier orbital gap (alpha / beta)**: 3.869 / 5.080 eV
**E**: -203477.3283 eV

Each line ends with the Löwdin spin population.
Geometry (Å):
V  0.30166  0.03227  -0.26422  3.05
C  -1.44919  -4.20202  -2.72987  0.00
F  -2.62758  -3.76737  -2.28111  0.00
F  -0.82094  -4.94718  -1.78637  0.00
F  -1.62494  -4.81013  -3.89791  0.00
S  -0.40956  -2.69915  -3.30698  0.00
O  -0.11637  -2.89929  -4.70980  0.00
O  -1.22427  -1.54313  -2.88479  0.00
N  0.89164  -2.64759  -2.19404  -0.01
S  1.90244  -3.59659  -2.90296  0.00
O  1.40107  -4.84777  -3.45342  -0.01
O  2.91168  -2.90064  -3.63400  0.00
C  2.78647  -4.19791  -1.28818  0.00
F  1.96733  -4.83383  -0.45614  0.00
F  3.80224  -5.10970  -1.61981  0.00
F  3.26095  -3.08472  -0.74078  0.00
C  -4.81244  2.13446  0.24429  0.00
F  -4.54575  1.66974  -0.94481  0.00
F  -4.74067  3.49037  0.25934  0.00
F  -5.93568  1.68036  0.71428  0.00
S  -3.37347  1.47428  1.41382  0.00
O  -3.91409  1.42218  2.75900  0.00
O  -3.08500  0.13217  0.91588  0.00
N  -1.83940  2.26717  1.12942  -0.02
S  -1.97407  3.39635  2.22986  0.00
O  -3.19760  4.24615  2.16650  -0.01
O  -1.50493  3.10127  3.61303  0.00
C  -0.61923  4.62704  1.50713  0.00
F  -0.54677  5.74894  2.20887  0.00
F  0.52727  3.95806  1.39239  0.00
F  -0.96236  4.97057  0.28459  0.00
C  -0.07779  4.67410  -4.64416  0.00
Cl  -1.71683  4.40046  -5.18623  0.00
Cl  0.42686  3.27840  -3.63128  0.00
H  0.60277  4.77844  -5.48918  0.00
H  -0.09890  5.50878  -3.94348  0.00
C  5.42465  0.37408  3.34087  0.00
Cl  4.23387  0.77627  1.97593  0.00
Cl  5.33202  -1.39159  3.88517  0.00
H  6.44684  0.59328  3.03238  0.00
H  5.20977  0.87808  4.28316  0.00
C  0.76713  -2.59431  5.02332  0.00
Cl  0.53733  -2.13228  3.31520  0.00
Cl  0.97366  -1.14021  5.96676  0.00
H  -0.17281  -3.08293  5.27998  0.00
H  1.68292  -3.18489  5.04844  0.00

***

Record 4
This record from the OMol25 dataset describes a structure of composition C7H6ClIS4SbV. The level of theory is ωB97M-V/def2-TZVPD.

Summary:
**Relative energy (zero: lowest compared OMol25 entry of this formula, charge and spin)**: 1.6 kJ/mol
**Highest occupied orbital energy**: -9.20 eV
**Frontier orbital gap**: 6.991 eV
**E**: -103546.5376 eV

Each line ends with the Löwdin charge.
Geometry (Å):
V  0.61381  0.30756  1.75750  -0.45
S  2.71975  -3.36165  3.58747  -0.08
Sb  2.96574  -1.20737  3.19592  0.05
S  2.15210  -0.77449  0.82738  0.19
S  0.56443  -0.18777  3.75400  0.21
S  4.44374  0.33760  3.71941  -0.07
Cl  -0.28253  -2.56913  -0.86368  0.71
C  -0.64418  -0.95548  -1.37848  -0.62
C  -0.53093  -0.65722  -2.72559  -0.10
C  -0.83044  0.61916  -3.17180  -0.07
C  -1.25411  1.58747  -2.27304  -0.07
C  -1.36362  1.28097  -0.93093  -0.08
C  -1.05461  0.00589  -0.44142  -0.36
C  -1.14639  -0.28467  1.00400  -0.25
H  -0.21326  -1.42835  -3.41312  0.11
H  -0.73823  0.85330  -4.22376  0.11
H  -1.49470  2.58337  -2.61933  0.11
H  -1.69048  2.03902  -0.23019  0.10
H  -1.29883  -1.33036  1.26170  0.06
H  -1.85682  0.35803  1.53199  0.09
I  0.93954  2.78412  1.63197  0.42

***

Record 5
This record from the OMol25 dataset describes a structure of composition C7H6EuNO6 at a distorted geometry. The level of theory is ωB97M-V/def2-TZVPD.

Summary:
**Relative energy (zero: lowest compared OMol25 entry of this formula, charge and spin)**: 218.7 kJ/mol
**2S+1**: 7
**Highest occupied orbital energy (alpha / beta)**: -16.41 / -16.64 eV
**Frontier orbital gap (alpha / beta)**: 6.039 / 6.363 eV
**E**: -40436.0671 eV
**Total charge**: +2

Each line ends with the Löwdin spin population.
Geometry (Å):
O  -4.04746  3.44703  -1.02047  0.00
C  -3.08194  2.93218  -0.61597  0.00
Eu  1.56506  1.00552  -0.68077  5.16
O  -2.03070  -0.13207  -0.83230  0.13
C  -1.16214  0.37548  -1.51862  0.22
C  0.06092  -0.91604  -2.00020  0.25
O  -0.31339  -1.77897  -2.69402  0.23
C  0.20056  2.31356  -2.22536  -0.04
O  1.09861  1.97074  -3.06596  -0.04
C  -1.14545  1.73174  -2.14742  0.03
O  -2.23446  2.22415  -2.53482  0.06
H  0.51700  2.98330  -1.28161  0.00
C  1.69210  -1.19838  3.05146  0.00
C  1.07652  -1.56341  1.74280  0.00
N  0.52152  -2.77997  1.64638  0.00
O  1.05102  -0.76055  0.74390  0.00
H  1.95918  -2.11909  3.60490  0.00
H  0.96932  -0.63628  3.67863  0.00
H  2.60381  -0.59855  2.90640  0.00
H  0.10225  -3.11774  0.79781  0.00
H  0.59768  -3.38266  2.44526  0.00

***

Record 6
This record from the OMol25 dataset describes a cluster of 2 separate species, C7H6F3N in total at a distorted geometry. The level of theory is ωB97M-V/def2-TZVPD.

Summary:
**Relative energy (zero: lowest compared OMol25 entry of this formula, charge and spin)**: 643.6 kJ/mol
**Highest occupied orbital energy (alpha / beta)**: -7.88 / -7.88 eV
**Frontier orbital gap (alpha / beta)**: 6.559 / 6.560 eV
**E**: -16991.2829 eV

Each line ends with the Löwdin charge.
Geometry (Å):
C  1.26312  -1.27406  -0.16696  0.01
C  1.93349  1.05543  0.03543  -0.07
C  0.17473  -0.89001  -0.89059  -0.03
C  0.89759  1.51314  -0.60602  0.00
C  1.60239  -0.14488  0.81925  -0.23
C  -0.08747  0.40928  -0.29548  -0.15
C  -2.98996  0.07546  -0.06853  -0.40
N  0.16837  0.16887  1.11154  0.07
F  -3.89318  0.99650  -0.16503  0.13
F  -3.36054  -1.06364  -0.75461  0.03
F  -2.88090  -0.27511  1.28267  0.00
H  1.80253  -2.18210  -0.21306  0.10
H  2.74491  1.75365  0.17981  0.12
H  -0.17002  -1.35504  -1.75043  0.09
H  0.92673  2.26660  -1.37897  0.12
H  2.20877  -0.35612  1.60462  0.11
H  -0.34056  -0.69796  1.25635  0.10

***

Record 7
This record from the OMol25 dataset describes the molecule C7H6INOS. The level of theory is ωB97M-V/def2-TZVPD.

Summary:
**Relative energy (zero: lowest compared OMol25 entry of this formula, charge and spin)**: 71.8 kJ/mol
**SMILES string**: O\C=c1/scc/c1=C/C=N/I
**Highest occupied orbital energy (alpha / beta)**: -7.57 / -7.57 eV
**Frontier orbital gap (alpha / beta)**: 7.188 / 7.189 eV
**E**: -29827.3231 eV

Each line ends with the Löwdin charge.
Geometry (Å):
O  -0.70532  -2.90636  0.52701  0.05
C  -0.62960  -1.57863  0.55740  -0.18
C  0.39895  -0.85612  0.06170  -0.42
S  1.84763  -1.69916  -0.55727  1.00
C  2.71896  -0.20822  -0.60776  -0.39
C  1.98258  0.85947  -0.25563  -0.14
C  0.61008  0.56823  0.05156  -0.25
C  -0.32311  1.57211  0.14729  -0.06
C  -1.73499  1.47313  0.07613  -0.34
N  -2.35443  0.36291  0.23612  -0.53
I  -4.34570  0.21344  -0.14431  0.71
H  0.06218  -3.29668  0.08250  0.07
H  -1.46628  -1.12531  1.05693  0.09
H  3.74260  -0.23952  -0.93045  0.07
H  2.36746  1.86445  -0.24980  0.11
H  0.06486  2.58158  0.11277  0.10
H  -2.23587  2.41467  -0.16420  0.09

***

Record 8
This record from the OMol25 dataset describes a structure of composition C7H6MnNO6 at a distorted geometry. The level of theory is ωB97M-V/def2-TZVPD.

Summary:
**Relative energy (zero: lowest compared OMol25 entry of this formula, charge and spin)**: 0.0 kJ/mol
**2S+1**: 5
**Highest occupied orbital energy (alpha / beta)**: -17.50 / -17.34 eV
**Frontier orbital gap (alpha / beta)**: 7.874 / 5.200 eV
**E**: -52428.5092 eV
**Total charge**: +2

Each line ends with the Löwdin spin population.
Geometry (Å):
O  4.12062  -0.07531  -3.64092  0.00
C  3.47364  0.07890  -2.71254  0.05
Mn  1.46056  0.32261  -0.71786  3.05
O  0.63260  -0.31263  -3.52217  0.02
C  0.84046  -0.08589  -2.39505  0.02
C  2.20243  0.79969  1.06120  0.25
O  1.86453  0.93558  2.17301  0.31
C  1.00891  2.10358  -0.79264  0.01
O  0.84878  3.22413  -1.00806  0.04
C  1.45479  -1.42141  -0.12810  0.01
O  1.47305  -2.54320  0.20448  0.03
H  2.99237  0.71621  0.15283  0.10
C  -3.52257  -0.13155  0.92072  0.01
C  -2.02563  -0.27092  0.96247  0.01
N  -1.46804  -0.93504  1.98656  0.00
O  -1.30836  0.19356  0.07266  0.08
H  -3.96045  -0.59509  1.70436  0.00
H  -3.83193  -0.57195  -0.00577  0.00
H  -3.72643  0.91937  0.94186  0.00
H  -0.47149  -1.03377  2.05167  0.00
H  -2.05784  -1.31686  2.69129  0.00

***

Record 9
This record from the OMol25 dataset describes a structure of composition C7H6N2O4Pt at a distorted geometry. The level of theory is ωB97M-V/def2-TZVPD.

Summary:
**Relative energy (zero: lowest compared OMol25 entry of this formula, charge and spin)**: 68.8 kJ/mol
**2S+1**: 3
**Highest occupied orbital energy (alpha / beta)**: -14.87 / -17.85 eV
**Frontier orbital gap (alpha / beta)**: 7.086 / 5.242 eV
**E**: -21751.3219 eV
**Total charge**: +2

Each line ends with the Löwdin spin population.
Geometry (Å):
Pt  0.00138  -0.17505  -2.33617  0.60
O  0.02297  3.03025  -4.05083  0.00
C  0.02002  2.06144  -3.47051  0.04
C  1.84922  -0.71922  -1.92682  0.05
O  2.83907  -1.20122  -1.58188  0.01
C  -1.84752  -0.68713  -1.94602  0.06
O  -2.84905  -1.13785  -1.59484  0.01
C  0.00703  -0.78127  -4.18434  0.10
O  0.00037  -1.09584  -5.30502  0.02
C  -1.05541  0.67508  2.86089  0.05
N  0.02355  0.07311  2.06352  0.41
C  1.04938  -0.67378  2.81353  0.05
C  0.04630  0.20093  0.77464  0.08
N  -0.02446  0.51463  -0.36374  0.41
H  -0.80890  0.47272  3.90415  0.00
H  -2.02986  0.22813  2.62164  0.02
H  -1.10674  1.75789  2.69047  0.02
H  1.03221  -1.73835  2.54949  0.02
H  2.04362  -0.25527  2.61851  0.02
H  0.78680  -0.54919  3.86330  0.00